Version i
ORCA calculation (wB97M-V/def2-TZVPD) on a molecular structure, C5H7ClO.

```
14
Properties=species:S:1:pos:R:3
C -0.408 2.182 -0.269
C 0.032 0.899 0.176
C -1.076 -0.693 -0.085
C 1.365 0.491 0.331
C -0.366 -1.962 -0.137
O 0.075 3.270 -0.176
Cl -2.751 -0.460 0.229
H -1.398 1.936 -0.881
H 1.977 1.198 1.027
H 1.342 -0.415 0.854
H 1.974 0.435 -0.624
H -0.964 -2.448 -0.822
H 0.657 -1.930 -0.382
H -0.458 -2.501 0.758
```

Calculated values
Gap between HOMO and LUMO (alpha / beta) = 8.757 / 7.220 eV
HOMO (alpha / beta) = -8.822 / -8.257 eV
Total charge = 0

Atomic partial charges in e from the Mulliken method, atoms 1 to 5: number 1, C, carries 0.09; number 2, C, carries 0.41; number 3, C, carries 0.21; number 4, C, carries -1.14; number 5, C, carries -1.15



Version ii
ORCA calculation (wB97M-V/def2-TZVPD) on a single C5H7ClO molecule.

```
14
Properties=species:S:1:pos:R:3
C 1.338 -0.612 1.999
C 0.414 -1.006 1.149
C -1.309 0.959 -1.738
C -0.680 0.856 -0.470
C 0.370 -0.464 -0.274
O -2.003 0.588 -0.613
Cl 1.966 -0.066 -1.012
H 1.321 -0.996 2.961
H 2.155 -0.043 1.789
H -0.315 -1.777 1.554
H -1.608 1.888 -1.995
H -1.142 0.348 -2.591
H -0.637 1.696 0.180
H 0.129 -1.370 -0.938
```

Calculated values
Gap between HOMO and LUMO = 10.856 eV
HOMO = -9.896 eV
Total charge = 0

Atomic partial charges in e from the Mulliken method, atoms 1 to 5: number 1, C, carries -0.85; number 2, C, carries -0.19; number 3, C, carries -0.57; number 4, C, carries 0.02; number 5, C, carries -0.01



Which of them is the least stable? Correct choice: version i.



Version i
ORCA calculation (wB97M-V/def2-TZVPD) on a single C7H8O molecule.

```
16
Properties=species:S:1:pos:R:3
C -2.280 0.360 -1.543
C -0.407 0.301 -0.072
C -0.136 0.443 1.256
C 1.042 -0.133 1.768
C 1.876 -0.838 0.926
C 1.621 -0.930 -0.434
C 0.497 -0.335 -0.911
H -3.003 0.879 -1.423
H -1.607 0.522 -2.400
H -2.357 -0.689 -1.387
H -0.780 0.946 2.055
H 1.196 -0.051 2.883
H 2.813 -1.286 1.416
H 2.453 -1.326 -1.214
H 0.139 -0.149 -1.948
O -1.516 0.994 -0.490
```

Calculated values
Gap between HOMO and LUMO = 9.659 eV
HOMO = -8.662 eV
Total charge = 0

Atomic partial charges in e from the Mulliken method, atoms 1 to 5: number 1, C, carries -0.95; number 2, C, carries 0.47; number 3, C, carries -0.21; number 4, C, carries -0.36; number 5, C, carries -0.21



Version ii
ORCA calculation (wB97M-V/def2-TZVPD) on a single C7H8O molecule.

```
16
Properties=species:S:1:pos:R:3
C -0.340 -0.312 -1.839
C -0.225 0.524 -0.571
C 0.417 0.158 0.530
C 0.433 -1.193 1.288
C 0.143 -1.196 2.597
C -0.198 1.818 -1.009
C -0.131 2.918 -1.631
H -0.054 0.435 -2.825
H -1.330 -0.307 -2.145
H 0.085 -1.488 -2.102
H 0.738 1.038 1.227
H -0.198 -2.202 0.769
H 0.049 -0.227 3.312
H -0.389 -2.110 2.844
H -0.504 3.668 -2.405
O 1.504 -1.524 1.960
```

Calculated values
Gap between HOMO and LUMO = 9.344 eV
HOMO = -8.995 eV
Total charge = 0

Atomic partial charges in e from the Mulliken method, atoms 1 to 5: number 1, C, carries -1.00; number 2, C, carries 0.74; number 3, C, carries -0.68; number 4, C, carries 0.55; number 5, C, carries -0.58



Version iii
ORCA calculation (wB97M-V/def2-TZVPD) on a single C7H8O molecule.

```
16
Properties=species:S:1:pos:R:3
C -0.201 0.700 -0.436
C -0.956 -0.487 -0.593
C -0.348 -1.074 0.659
C 1.083 -1.185 0.146
C 1.286 0.090 -0.363
C -0.506 0.191 1.546
C -0.405 1.126 0.740
H 0.177 1.025 -2.371
H -2.136 -0.185 -0.664
H -0.788 -0.641 -1.785
H -0.893 -2.004 1.137
H 1.842 -2.163 0.182
H 2.304 0.745 -0.475
H -0.316 -0.002 2.663
H 0.134 2.213 1.215
O -0.277 1.652 -1.600
```

Calculated values
Gap between HOMO and LUMO = 9.412 eV
HOMO = -8.720 eV
Total charge = 0

Atomic partial charges in e from the Mulliken method, atoms 1 to 5: number 1, C, carries 0.49; number 2, C, carries -0.43; number 3, C, carries 0.00; number 4, C, carries -0.56; number 5, C, carries -0.35



Which of them is the least stable? Correct choice: version ii.



Version i
ORCA calculation (wB97M-V/def2-TZVPD) on a single H3NO2S2 molecule.

```
8
Properties=species:S:1:pos:R:3
N 0.626 -2.259 -0.259
O 1.380 0.188 0.059
O 3.660 -0.383 -0.950
S 2.982 0.186 0.200
S 0.136 -0.854 0.356
H 0.756 -2.328 -1.272
H 0.977 -2.978 0.355
H 2.881 -0.833 1.081
```

Calculated values
Gap between HOMO and LUMO = 9.540 eV
HOMO = -8.986 eV
Total charge = 0

Atomic partial charges in e from the Mulliken method, atoms 1 to 5: number 1, N, carries -0.41; number 2, O, carries -0.31; number 3, O, carries -0.50; number 4, S, carries 0.49; number 5, S, carries 0.11



Version ii
ORCA calculation (wB97M-V/def2-TZVPD) on a single H3NO2S2 molecule.

```
8
Properties=species:S:1:pos:R:3
N 1.511 -0.323 -0.411
O -0.805 -0.573 0.056
O 0.416 1.490 0.979
S -2.463 -0.411 0.083
S 0.313 0.789 -0.280
H 2.133 -0.096 -1.194
H 1.131 -1.257 -0.528
H -2.235 0.380 1.295
```

Calculated values
Gap between HOMO and LUMO = 9.502 eV
HOMO = -9.250 eV
Total charge = 0

Atomic partial charges in e from the Mulliken method, atoms 1 to 5: number 1, N, carries -0.49; number 2, O, carries -0.39; number 3, O, carries -0.48; number 4, S, carries -0.07; number 5, S, carries 0.62



Which of them is the least stable? Correct choice: version i.



Version i
ORCA calculation (wB97M-V/def2-TZVPD) on 2 unconnected molecules or ions with the total composition CH9N6.

```
16
Properties=species:S:1:pos:R:3
C 1.542 0.018 -0.021
N 0.976 1.202 -0.268
N 0.701 -1.024 0.161
N 2.916 -0.016 -0.059
N -1.495 -0.027 0.854
N -2.950 -0.341 -0.821
N -2.669 0.059 0.410
H -0.314 -0.682 0.274
H 0.875 -1.991 0.361
H 3.317 0.873 0.446
H 3.382 -0.808 0.283
H 0.032 1.269 0.047
H -1.533 0.500 1.768
H -3.884 0.004 -1.165
H -2.369 -0.907 -1.411
H 1.472 1.872 -0.860
```

Calculated values
Gap between HOMO and LUMO = 10.929 eV
HOMO = -13.972 eV
Total charge = +1

Atomic partial charges in e from the Mulliken method, atoms 1 to 5: number 1, C, carries 0.57; number 2, N, carries -0.35; number 3, N, carries -0.33; number 4, N, carries -0.49; number 5, N, carries -0.30



Version ii
ORCA calculation (wB97M-V/def2-TZVPD) on 2 unconnected molecules or ions with the total composition CH9N6.

```
16
Properties=species:S:1:pos:R:3
C 0.356 1.496 0.043
N -0.414 0.621 -0.541
N 0.433 2.735 -0.420
N 1.321 1.054 0.895
N -0.819 -1.953 1.001
N -0.809 -2.000 -1.328
N -0.282 -1.475 -0.158
H -0.270 3.297 -0.872
H 1.042 3.393 -0.133
H 0.893 0.432 1.523
H 1.857 1.818 1.313
H -1.776 -2.173 1.001
H -0.257 -2.449 1.578
H -0.166 -1.677 -2.093
H -1.776 -1.877 -1.485
H 0.666 -1.240 -0.324
```

Calculated values
Gap between HOMO and LUMO (alpha / beta) = 8.519 / 9.054 eV
HOMO (alpha / beta) = -13.507 / -13.079 eV
Total charge = +1

Atomic partial charges in e from the Mulliken method, atoms 1 to 5: number 1, C, carries 0.66; number 2, N, carries -0.48; number 3, N, carries -0.35; number 4, N, carries -0.48; number 5, N, carries -0.42



Which of them is the least stable? Correct choice: version ii.